Molecular formula: C31H34BF4Ge2N2O2Rb
Method: DFT, ωB97M-V/def2-TZVPD

The geometry in XYZ format:
```
77
Properties=species:S:1:pos:R:3
Rb -0.897 -1.683 -0.150
C 2.743 -2.619 -1.223
N 2.064 -2.907 0.027
C 2.896 -2.449 1.122
C 1.818 -4.334 0.194
C 0.977 -4.999 -0.889
N -0.301 -4.358 -1.028
C -1.165 -4.860 -1.875
C -2.433 -4.210 -2.013
F -2.671 -3.105 -1.223
C -3.427 -4.623 -2.858
F -4.587 -3.921 -2.908
C -3.283 -5.747 -3.662
C -2.071 -6.412 -3.565
F -1.887 -7.518 -4.334
C -1.055 -6.007 -2.735
F 0.089 -6.760 -2.755
H 3.673 -3.213 -1.315
H 3.003 -1.559 -1.260
H 2.097 -2.854 -2.071
H 3.875 -2.965 1.132
H 2.401 -2.648 2.078
H 3.071 -1.378 1.037
H 1.302 -4.465 1.156
H 2.780 -4.875 0.250
H 0.877 -6.052 -0.594
H 1.534 -5.005 -1.839
H -4.075 -6.080 -4.314
C 1.445 -0.219 4.001
Ge 0.681 1.409 3.091
C -1.215 1.335 3.714
C 1.482 2.871 4.258
Ge 0.661 1.090 0.550
C 0.088 2.906 -0.098
C -0.254 3.953 0.751
C -0.823 5.121 0.270
C -1.066 5.268 -1.087
C -0.735 4.240 -1.954
C -0.171 3.078 -1.455
C 2.658 1.226 0.147
C 3.113 1.208 -1.168
C 4.465 1.226 -1.476
C 5.405 1.256 -0.461
C 4.979 1.248 0.858
C 3.623 1.225 1.151
H 1.301 -0.145 5.083
H 2.515 -0.342 3.817
H 0.942 -1.124 3.648
H -1.282 1.327 4.811
H -1.701 0.426 3.337
H -1.794 2.183 3.338
H 1.249 2.656 5.303
H 1.078 3.858 4.009
H 2.572 2.920 4.150
H -0.094 3.843 1.817
H -1.092 5.919 0.956
H -1.535 6.170 -1.467
H -0.928 4.338 -3.016
H 0.043 2.267 -2.140
H 2.389 1.170 -1.974
H 4.781 1.222 -2.515
H 6.464 1.279 -0.702
H 5.707 1.266 1.662
H 3.313 1.205 2.190
O -2.535 1.807 0.636
B -2.249 0.832 -0.311
O -3.063 1.033 -1.434
C -3.839 2.117 -1.155
C -4.846 2.686 -1.903
C -5.488 3.792 -1.351
C -5.114 4.307 -0.121
C -4.110 3.715 0.641
C -3.497 2.604 0.103
H -5.138 2.280 -2.865
H -6.296 4.262 -1.897
H -5.617 5.185 0.265
H -3.822 4.107 1.610
```

The net charge is -1. The value obtained for the HOMO energy (spin up / spin down) is -4.1 / -4.1 eV. As for the spin multiplicity: 2. The energy above the lowest of the compared OMol25 structures with the same formula, charge and spin comes out at 0.0 kJ/mol. As for the total energy: -6063.92683 Eh. The value obtained for the gap between HOMO and LUMO (spin up / spin down) is 6.249 / 5.684 eV.